Arrangement w

Below is a cluster of 2 separate species, C3H10NO in total, with properties calculated with the ωB97M-V functional and the def2-TZVPD basis.

Properties
Orbital gap (spin up / spin down) = 9.538 / 6.870 eV
Lowest unoccupied orbital energy (spin up / spin down) = 0.9 / -1.8 eV
Molar mass = 76.1 g/mol

The geometry in ORCA input format:
```
! wB97M-V def2-TZVPD RIJCOSX def2/J DEFGRID3
* xyz 0 2
H -0.853 0.246 -0.747
C 0.123 -1.912 0.553
H 0.140 2.691 2.053
H 1.473 -0.887 -0.783
H 0.009 -0.069 -2.288
C 0.085 2.361 0.971
N 0.618 -1.433 -0.839
O -0.511 1.178 0.769
C -0.432 -0.551 -1.411
H -0.427 3.291 0.585
H -1.336 -1.078 -1.781
H 1.110 2.208 0.578
H 0.989 -2.467 0.881
H -0.761 -2.479 0.260
H -0.226 -1.100 1.199
*
```

natural (NBO) atomic charge list, values in e, 4 entries: atom 1 (H): 0.203, atom 2 (C): -0.430, atom 3 (H): 0.237, atom 4 (H): 0.342

***

Arrangement x

Below is a cluster of 2 separate species, C3H10NO in total, with properties calculated with the ωB97M-V functional and the def2-TZVPD basis.

Properties
Orbital gap (spin up / spin down) = 9.802 / 6.993 eV
Lowest unoccupied orbital energy (spin up / spin down) = 1.0 / -1.8 eV
Molar mass = 76.1 g/mol

The geometry in ORCA input format:
```
! wB97M-V def2-TZVPD RIJCOSX def2/J DEFGRID3
* xyz 0 2
H -0.575 -0.746 1.032
N -0.889 -0.428 1.939
C -0.515 -0.045 -2.368
H 0.894 0.675 1.734
H -0.992 -1.236 2.536
H -0.554 0.535 -3.289
C 0.115 0.509 2.477
H -0.752 -1.079 -2.634
H -0.358 1.458 2.720
H 0.579 0.133 3.390
H -1.307 0.283 -1.696
H 1.609 -0.404 -2.313
H 1.124 1.027 -1.427
O 0.798 -0.671 -0.458
C 0.824 -0.012 -1.646
*
```

natural (NBO) atomic charge list, values in e, 4 entries: atom 1 (H): 0.375, atom 2 (N): -0.859, atom 3 (C): -0.641, atom 4 (H): 0.183

***

Most stable = arrangement x

***

Arrangement w

Below is a cluster of 2 separate species, C3H3Br2F in total, with properties calculated with the ωB97M-V functional and the def2-TZVPD basis.

Properties
Orbital gap (spin up / spin down) = 7.107 / 8.893 eV
Lowest unoccupied orbital energy (spin up / spin down) = -1.3 / -0.2 eV
Molar mass = 217.9 g/mol

The geometry in ORCA input format:
```
! wB97M-V def2-TZVPD RIJCOSX def2/J DEFGRID3
* xyz 0 1
C 1.493 -0.081 -0.431
Br 1.441 1.337 0.973
C -1.733 0.324 0.425
C -1.103 -0.720 -0.055
H -0.457 -1.390 -0.507
Br 2.505 -1.652 0.129
H -2.843 0.433 0.312
F 1.950 0.413 -1.549
H -1.253 1.337 0.703
*
```

natural (NBO) atomic charge list, values in e, 4 entries: atom 1 (C): 0.170, atom 2 (Br): 0.002, atom 3 (C): -0.512, atom 4 (C): -0.059

***

Arrangement x

Below is a cluster of 2 separate species, C3H3Br2F in total, with properties calculated with the ωB97M-V functional and the def2-TZVPD basis.

Properties
Orbital gap (spin up / spin down) = 6.832 / 6.843 eV
Lowest unoccupied orbital energy (spin up / spin down) = -1.9 / -1.9 eV
Molar mass = 217.9 g/mol

The geometry in ORCA input format:
```
! wB97M-V def2-TZVPD RIJCOSX def2/J DEFGRID3
* xyz 0 1
H 1.039 -1.218 -1.249
C 0.077 0.881 0.233
F -1.994 0.613 -0.779
C 2.077 -0.982 -1.392
H -1.165 -0.658 0.568
C -1.295 0.388 0.343
Br 0.872 1.408 1.770
H 2.878 -1.677 -1.410
Br -2.489 1.245 1.919
*
```

natural (NBO) atomic charge list, values in e, 4 entries: atom 1 (H): 0.093, atom 2 (C): -0.051, atom 3 (F): -0.314, atom 4 (C): -0.184

***

Most stable = arrangement w

***

Arrangement w

Below is a structure of composition C23H25FN3O2Ta, with properties calculated with the ωB97M-V functional and the def2-TZVPD basis.

Properties
Orbital gap = 7.048 eV
Lowest unoccupied orbital energy = -7.7 eV
Molar mass = 575.4 g/mol

The geometry in ORCA input format:
```
! wB97M-V def2-TZVPD RIJCOSX def2/J DEFGRID3
* xyz 2 1
H -1.283 -2.893 3.779
C -2.328 2.743 1.284
Ta 0.352 0.336 0.069
H 2.381 -1.890 1.643
H -0.865 5.133 1.371
C 2.380 -1.171 -0.391
H 2.462 -0.832 -2.515
N -0.863 -1.333 -0.037
O -0.274 2.017 0.277
C 2.012 -3.482 0.270
C -1.273 -1.853 -1.243
C -1.182 -1.217 -3.693
C 1.890 -3.817 -1.070
C 2.301 -1.566 -1.734
C -1.183 -2.151 1.115
C -0.778 -0.305 -4.659
H -0.318 -1.609 5.676
N -0.240 0.172 -2.003
H 1.019 1.339 2.872
H 0.604 4.486 0.637
H -2.269 -2.252 1.219
N 0.010 -0.308 2.087
C 0.141 1.067 -2.936
H -0.985 -0.490 -5.705
H 0.019 3.846 2.190
H -0.647 3.985 -1.485
H -1.713 -2.130 -3.930
H 2.008 -3.203 -3.112
C -0.226 -1.240 4.663
C 2.248 -2.162 0.601
C 0.428 -0.031 4.414
C -0.762 -1.960 3.613
C -0.897 -0.940 -2.376
H 0.649 1.959 -2.588
C 2.053 -2.882 -2.079
C -1.131 3.209 0.474
H -2.011 2.340 2.248
H 2.924 0.903 -0.770
C -0.284 4.225 1.213
H -0.789 -3.168 1.031
C -1.525 3.684 -0.912
H 0.850 0.558 5.216
C 0.526 0.407 3.122
O -1.863 -2.889 -1.407
C -0.110 0.854 -4.273
C -0.635 -1.469 2.323
C 2.486 0.268 0.006
H -2.988 3.587 1.478
H 3.033 0.424 0.937
H -2.073 2.909 -1.450
H -2.175 4.554 -0.822
H 0.208 1.587 -5.000
H 1.945 -4.258 1.022
F 1.633 -5.074 -1.396
H -2.894 1.985 0.739
*
```

natural (NBO) atomic charge list, values in e, 4 entries: atom 1 (H): 0.262, atom 2 (C): -0.636, atom 3 (Ta): 2.492, atom 4 (H): 0.230

***

Arrangement x

Below is a structure of composition C23H25FN3O2Ta, with properties calculated with the ωB97M-V functional and the def2-TZVPD basis.

Properties
Orbital gap = 8.615 eV
Lowest unoccupied orbital energy = -6.9 eV
Molar mass = 575.4 g/mol

The geometry in ORCA input format:
```
! wB97M-V def2-TZVPD RIJCOSX def2/J DEFGRID3
* xyz 2 1
H 2.588 1.950 -0.716
C -0.120 2.097 -2.713
N -0.275 2.091 -1.368
C -1.388 -1.629 -2.027
N -0.142 -0.784 1.714
H -0.742 -3.464 -1.086
Ta 0.348 0.378 -0.128
C -1.027 4.293 -2.846
H -0.351 3.140 -4.550
C 2.842 -1.352 0.152
H -3.385 -1.294 -2.725
H 0.313 1.209 -3.152
H -1.418 -2.564 -3.952
C 2.986 -0.236 2.713
H -1.068 -2.464 5.053
C -0.923 3.062 0.727
H -2.386 -3.490 -1.715
O -0.386 -0.826 -1.272
C 0.010 -2.108 1.875
C 3.109 -2.167 1.235
N -0.542 1.711 1.123
H 3.284 -3.229 1.121
H -2.389 0.160 -2.713
C -0.997 -0.624 3.943
H -1.946 3.275 1.046
H 0.389 -2.663 1.030
H -1.595 5.141 -0.953
C 2.303 0.906 -0.829
C -1.180 4.290 -1.475
C -0.317 -2.741 3.059
C -2.619 -0.756 -2.167
C 2.737 0.575 1.623
H 2.636 1.645 1.768
C -1.650 -2.871 -1.202
F 3.394 -2.378 3.539
C 2.676 0.043 0.313
H -2.056 -2.615 -0.222
C -0.659 -0.068 2.731
C -0.741 -1.948 -3.360
H 2.579 0.515 -1.806
C -0.488 3.172 -3.478
C -0.798 3.166 -0.758
H -0.539 -1.039 -3.927
C -0.813 -1.990 4.115
O -1.360 2.147 3.226
H 2.816 -1.777 -0.845
H 0.186 -2.504 -3.222
C -0.894 1.379 2.430
C 3.166 -1.595 2.499
H -0.183 -3.810 3.144
H 3.066 0.164 3.715
H -1.407 0.015 4.713
H -1.322 5.157 -3.426
H -3.033 -0.503 -1.189
H -0.290 3.808 1.215
*
```

natural (NBO) atomic charge list, values in e, 4 entries: atom 1 (H): 0.270, atom 2 (C): 0.069, atom 3 (N): -0.566, atom 4 (C): 0.282

***

Most stable = arrangement x

***

Arrangement w

Below is the molecule C20H21N3O3S, with properties calculated with the ωB97M-V functional and the def2-TZVPD basis.

Properties
Orbital gap = 8.303 eV
Lowest unoccupied orbital energy = 0.4 eV
Molar mass = 383.5 g/mol
Structure (SMILES) = O=C(C[C@@H]1S/C(=N/C[C@@H]2CCCO2)NC1=O)Nc1cccc2ccccc12

The geometry in ORCA input format:
```
! wB97M-V def2-TZVPD RIJCOSX def2/J DEFGRID3
* xyz 0 1
C 2.585 1.411 -0.378
H 3.214 -1.502 0.194
C 3.158 2.334 1.781
H -5.014 1.801 0.375
H -0.122 -3.778 -0.782
S -2.922 1.486 1.547
C 0.050 -1.930 0.384
C 1.220 1.733 -0.157
C -2.156 1.176 -1.477
C 2.027 0.397 -2.492
H 3.892 2.575 2.536
N -3.244 -0.862 0.542
H 4.574 1.497 0.428
C 1.948 -3.243 -0.301
C -4.258 -0.186 -0.066
H -0.053 -2.031 2.540
H -3.129 -1.852 0.376
C -4.068 1.313 0.137
C -0.741 -1.859 1.710
H 2.511 -2.347 1.599
H 1.510 3.061 2.954
H 2.522 -4.137 -0.066
C 1.806 2.618 2.014
C 0.861 2.329 1.069
C -2.341 -0.168 1.337
C 3.536 1.739 0.611
H -4.166 1.715 -1.965
H 2.074 -2.997 -1.355
H -1.191 2.612 -0.415
O -5.150 -0.687 -0.694
O -2.146 0.107 -2.051
H -0.045 0.469 -3.055
C 0.682 0.734 -2.305
H 0.334 -4.019 0.913
C -3.465 1.899 -1.148
H -3.312 2.973 -1.032
H -0.176 2.528 1.299
H 4.007 0.510 -1.715
C 2.964 0.748 -1.563
C 0.283 1.405 -1.175
N -1.054 1.818 -1.024
C 2.339 -2.041 0.556
H 2.314 -0.129 -3.391
O 1.237 -1.166 0.469
H -1.510 -2.646 1.708
H -0.556 -1.481 -0.414
C 0.464 -3.376 0.041
N -1.291 -0.549 1.900
*
```

natural (NBO) atomic charge list, values in e, 4 entries: atom 1 (C): -0.067, atom 2 (H): 0.196, atom 3 (C): -0.215, atom 4 (H): 0.258

***

Arrangement x

Below is the molecule C20H21N3O3S, with properties calculated with the ωB97M-V functional and the def2-TZVPD basis.

Properties
Orbital gap = 8.669 eV
Lowest unoccupied orbital energy = 0.5 eV
Molar mass = 383.5 g/mol

The geometry in ORCA input format:
```
! wB97M-V def2-TZVPD RIJCOSX def2/J DEFGRID3
* xyz 0 1
C -0.254 -1.973 0.294
H -0.063 -1.861 -3.072
C 0.539 2.528 -0.472
H -4.480 -1.009 2.278
H -2.197 -0.059 2.194
H -3.026 1.585 -1.652
H 1.859 4.177 -0.705
C 3.416 -2.562 -0.400
H -6.420 -1.819 -0.080
C 0.938 1.742 0.576
S 3.630 1.836 -0.011
C -4.161 -0.444 1.415
C 1.934 -2.341 -0.579
C 2.261 1.614 1.228
H -1.738 -1.640 -1.226
H 2.427 2.398 1.968
H 0.488 4.135 -1.836
C -2.463 0.808 0.263
N 4.094 -1.284 -0.282
O -0.768 2.257 -0.704
O 3.236 1.134 -1.239
H -5.304 0.655 -1.562
C -0.700 -1.840 -1.012
H 1.482 -2.317 1.519
H 2.327 0.640 1.708
C 1.230 3.534 -1.316
O 4.083 -1.244 1.990
N 1.508 -2.213 -1.828
H -0.943 -1.881 1.120
C 0.227 -1.963 -2.034
C -4.624 0.491 -0.739
C -5.048 -0.248 0.361
H 3.817 -3.084 -1.271
H 5.055 1.103 1.807
H -7.131 -0.209 -0.137
C -1.116 1.330 0.213
N -0.127 0.995 0.992
H 5.740 0.725 0.200
H 3.616 -3.126 0.513
C -6.424 -0.838 0.398
C -2.884 0.077 1.373
H 1.860 3.036 -2.053
C 1.088 -2.221 0.519
H 3.995 -0.666 -1.084
C 4.290 -0.709 0.919
C -3.349 1.017 -0.793
C 4.844 0.701 0.819
H -6.765 -0.965 1.422
*
```

natural (NBO) atomic charge list, values in e, 4 entries: atom 1 (C): -0.144, atom 2 (H): 0.190, atom 3 (C): 0.285, atom 4 (H): 0.211

***

Most stable = arrangement w